w.
ORCA calculation (ωB97M-V/def2-TZVPD) on a cluster of 13 separate species, C23H72O13 in total.

Results
Gap between HOMO and LUMO (alpha / beta) (eV): 10.0995 / 2.5162
HOMO (alpha / beta) (Eh): -0.436 / -0.436
2S+1: 2
Charge: +1

CARTESIAN COORDINATES (ANGSTROEM)
1 C 12.7892 -6.6185 4.1503
2 C 11.8153 -7.1695 3.0304
3 O 11.3281 -6.0840 2.2198
4 H 12.3040 -5.9061 4.8175
5 H 13.7171 -6.1856 3.7764
6 H 13.1465 -7.5164 4.6545
7 H 10.9389 -7.6266 3.4897
8 H 12.3955 -7.8805 2.4422
9 H 12.0982 -5.5475 2.0180
10 C 11.0521 -0.5622 8.2332
11 C 12.2518 -0.9704 9.1004
12 O 11.8028 -1.4168 10.2791
13 H 10.5113 0.2688 8.6860
14 H 10.2955 -1.3284 8.0639
15 H 11.3698 -0.3314 7.2164
16 H 12.8551 -0.0795 9.2747
17 H 12.8764 -1.6290 8.4969
18 H 12.6141 -1.4049 10.7921
19 C 13.1399 -5.4626 12.1131
20 C 14.5285 -5.7070 11.6661
21 O 15.3535 -4.7249 12.2544
22 H 12.9768 -5.9391 13.0797
23 H 12.3668 -5.7847 11.4155
24 H 12.9856 -4.3936 12.2603
25 H 14.6251 -5.6728 10.5809
26 H 14.9034 -6.6615 12.0352
27 H 16.2475 -5.0501 12.1254
28 C 12.3752 -4.7549 8.6283
29 C 13.5198 -4.3222 7.7083
30 O 14.7903 -4.0429 8.4148
31 H 12.7309 -5.5985 9.2198
32 H 11.5544 -5.1023 8.0008
33 H 11.9911 -4.0099 9.3252
34 H 13.2817 -3.4849 7.0523
35 H 13.7599 -5.1315 7.0188
36 H 14.6826 -3.3175 9.0342
37 C 12.0067 -9.1714 9.0921
38 C 10.9316 -10.1859 9.0839
39 O 9.8448 -9.3688 8.7199
40 H 12.1704 -8.8524 8.0627
41 H 12.9020 -9.6528 9.4855
42 H 11.9043 -8.3046 9.7448
43 H 10.7145 -10.5586 10.0850
44 H 10.9280 -10.9763 8.3334
45 H 9.0631 -9.9239 8.7691
46 C 15.8016 -7.6106 7.5861
47 C 16.6839 -8.7355 8.1611
48 O 16.0017 -9.9329 8.0181
49 H 15.8797 -7.5767 6.4994
50 H 16.0150 -6.5948 7.9188
51 H 14.7732 -7.8347 7.8695
52 H 16.8135 -8.5029 9.2181
53 H 17.7036 -8.7147 7.7766
54 H 16.2027 -10.5404 8.7338
55 C 11.7190 -2.8110 4.2792
56 C 10.2799 -3.1273 3.7785
57 O 9.4345 -2.1332 4.2299
58 H 11.9425 -2.7737 5.3454
59 H 12.1176 -1.9662 3.7174
60 H 12.2791 -3.6718 3.9140
61 H 9.8940 -4.0951 4.0985
62 H 10.1719 -3.1393 2.6939
63 H 9.8204 -1.2832 4.0060
64 C 15.5491 -0.9392 6.7802
65 C 14.6508 -0.2888 5.7006
66 O 14.5513 1.0236 6.1934
67 H 15.7478 -1.9399 6.3966
68 H 14.8837 -1.0883 7.6306
69 H 16.4589 -0.4834 7.1708
70 H 13.6237 -0.6232 5.5544
71 H 15.0694 -0.2496 4.6949
72 H 15.4143 1.3868 5.9815
73 C 16.4528 -0.9277 11.3986
74 C 14.9404 -1.1446 11.4468
75 O 14.5867 -2.3326 10.8219
76 H 16.9412 -1.6892 12.0065
77 H 16.5898 0.0516 11.8573
78 H 16.9784 -0.8109 10.4509
79 H 14.5135 -0.3308 10.8607
80 H 14.5442 -1.0434 12.4572
81 H 14.8266 -2.9998 11.4690
82 C 17.6654 -5.6310 10.1749
83 C 18.7388 -5.5088 11.2475
84 O 18.1221 -4.8166 12.4160
85 H 17.1696 -6.5347 10.5294
86 H 18.1103 -6.0216 9.2597
87 H 16.9708 -4.7976 10.0700
88 H 19.4544 -4.8255 10.7901
89 H 19.2490 -6.4084 11.5916
90 H 18.7561 -5.0033 13.1122
91 C 9.1093 -3.8425 11.1838
92 O 8.3055 -4.9885 11.2828
93 H 10.1492 -3.9685 11.4852
94 H 8.9601 -3.3706 10.2127
95 H 8.6912 -3.1547 11.9188
96 H 8.4864 -5.5561 10.5301
97 C 8.7815 -5.8721 7.6582
98 O 8.9709 -6.5841 8.8788
99 H 7.9789 -6.3079 7.0633
100 H 8.5479 -4.8487 7.9518
101 H 9.7437 -5.8685 7.1461
102 H 9.3586 -7.4519 8.7436
103 C 17.1741 -4.8004 5.9491
104 O 16.9452 -3.9481 4.8901
105 H 17.8861 -4.2471 6.5615
106 H 16.3110 -5.0801 6.5533
107 H 17.5230 -5.7829 5.6312
108 H 17.5708 -3.2281 4.7814

=====

x.
ORCA calculation (ωB97M-V/def2-TZVPD) on a cluster of 13 separate species, C23H72O13 in total.

Results
Gap between HOMO and LUMO (alpha / beta) (eV): 8.6963 / 2.5430
HOMO (alpha / beta) (Eh): -0.416 / -0.416
2S+1: 2
Charge: +1

CARTESIAN COORDINATES (ANGSTROEM)
1 C -3.3121 -3.2711 -2.0154
2 C -4.1737 -2.0512 -2.1227
3 O -5.4542 -2.3793 -2.4920
4 H -3.5286 -4.0113 -2.7857
5 H -3.4113 -3.6825 -1.0109
6 H -2.2657 -2.9996 -2.1550
7 H -3.7235 -1.4376 -2.9030
8 H -4.1931 -1.3771 -1.2664
9 H -5.9029 -1.5710 -2.7506
10 C 2.9000 -2.5527 -2.2266
11 C 1.7724 -3.6497 -2.1389
12 O 1.5276 -3.9889 -0.8015
13 H 2.5594 -1.7324 -1.5949
14 H 2.9990 -2.2664 -3.2737
15 H 3.7821 -2.9554 -1.7287
16 H 2.1076 -4.5249 -2.6956
17 H 0.9112 -3.2663 -2.6860
18 H 0.6279 -4.3235 -0.7959
19 C 1.3888 -5.5139 3.5883
20 C 1.0678 -5.1645 2.1461
21 O 2.0256 -4.2011 1.7214
22 H 1.0599 -4.6717 4.1972
23 H 2.4160 -5.8197 3.7863
24 H 0.7286 -6.3205 3.9071
25 H 0.0656 -4.7383 2.1016
26 H 1.1377 -6.0892 1.5731
27 H 2.0286 -4.1156 0.7652
28 C 4.9271 -0.3958 0.0276
29 C 4.1147 0.8501 -0.2967
30 O 5.0159 1.6784 -0.9806
31 H 5.4702 -0.8506 -0.8008
32 H 4.2997 -1.2054 0.4004
33 H 5.7175 -0.1821 0.7471
34 H 3.7391 1.3082 0.6183
35 H 3.1971 0.6520 -0.8507
36 H 4.5524 2.4889 -1.2040
37 O 3.1378 0.1360 3.4666
38 H 2.4019 -0.4760 3.4715
39 H 3.8615 -0.3619 3.0862
40 O -3.3308 1.2489 -1.8807
41 H -2.5331 1.5857 -1.4725
42 H -3.0534 0.9663 -2.7521
43 O -0.8575 -0.5131 4.2948
44 H -0.9024 -0.7392 5.2238
45 H -0.0954 -0.9913 3.9680
46 O 1.3958 -1.9679 3.6458
47 H 1.7407 -2.3493 4.4531
48 H 1.3057 -2.7107 3.0488
49 C -1.0346 4.5170 -2.0525
50 C -0.1465 3.6557 -2.9414
51 C 0.5247 4.5194 -3.9472
52 O 0.7755 3.0482 -2.0629
53 H -0.4374 5.1465 -1.3928
54 H -1.7113 4.0041 -1.3691
55 H -1.6356 5.1872 -2.6670
56 H -0.7538 2.8904 -3.4247
57 H 0.9688 5.4180 -3.5189
58 H -0.2475 4.7995 -4.6637
59 H 1.2442 3.9820 -4.5650
60 H 0.2764 2.4520 -1.4997
61 C -0.4981 -1.6996 -4.8904
62 C -0.7787 -0.2013 -4.5572
63 C -0.4607 0.7107 -5.7479
64 O -2.1598 0.0132 -4.2631
65 H 0.5464 -1.9636 -5.0562
66 H -1.0614 -2.0085 -5.7710
67 H -0.9016 -2.2288 -4.0272
68 H -0.1500 0.0691 -3.7089
69 H -1.1543 0.4641 -6.5518
70 H 0.5305 0.4126 -6.0896
71 H -0.6053 1.7777 -5.5781
72 H -2.6928 -0.3334 -4.9824
73 C 0.7506 -0.4439 0.9107
74 C -0.0659 -0.0448 -0.3601
75 C -1.1536 -1.0385 -0.5681
76 O -0.6103 1.2320 -0.1750
77 H 0.1359 -0.6154 1.7943
78 H 1.5390 0.2726 1.1412
79 H 1.3757 -1.2974 0.6481
80 H 0.5309 -0.0861 -1.2712
81 H -1.6281 -0.8997 -1.5395
82 H -1.9378 -0.9595 0.1848
83 H -0.7457 -2.0482 -0.6147
84 H -1.0346 1.2267 0.6861
85 C 1.4421 4.4385 5.3102
86 C 1.5086 3.0585 4.6087
87 C 0.7618 2.9686 3.3205
88 O 2.8618 2.7230 4.4261
89 H 1.7750 4.2746 6.3351
90 H 0.4152 4.7919 5.2168
91 H 2.1592 5.1512 4.9028
92 H 1.0894 2.2980 5.2674
93 H 1.2159 3.6010 2.5575
94 H -0.2174 3.4306 3.4461
95 H 0.6410 1.9449 2.9664
96 H 2.9069 1.8496 4.0301
97 C -3.4127 2.8146 1.6229
98 C -3.1236 1.8344 2.7684
99 C -4.2125 0.7735 3.0126
100 O -1.9704 1.1141 2.3715
101 H -2.5393 3.4065 1.3490
102 H -4.2517 3.5022 1.7291
103 H -3.6574 2.2899 0.6993
104 H -2.8891 2.3936 3.6742
105 H -5.1442 1.1724 3.4139
106 H -3.8742 -0.0163 3.6833
107 H -4.4964 0.2349 2.1085
108 H -1.8261 0.5239 3.1149

=====

Stability summary - winner: x; margin: 130.7 kcal/mol.

=====

w.
ORCA calculation (ωB97M-V/def2-TZVPD) on the ion C7H9N2O with charge +1.

Results
Gap between HOMO and LUMO (alpha / beta) (eV): 6.7315 / 7.4539
HOMO (alpha / beta) (Eh): -0.463 / -0.488
Charge: +1

CARTESIAN COORDINATES (ANGSTROEM)
1 C 2.8949 -0.2156 -0.2737
2 C 2.3764 1.0202 -0.0851
3 C 2.2326 -1.3168 0.1251
4 C 1.0898 1.1562 0.2462
5 C 0.9465 -1.1732 0.5419
6 C -1.0172 0.1903 0.1844
7 C -3.1678 -0.5283 -0.1987
8 N -1.5456 1.8100 0.0510
9 N 0.3332 0.0349 0.3289
10 O -1.8710 -0.8014 0.2237
11 H 3.9636 -0.3867 -0.6292
12 H 3.0130 1.8878 -0.1481
13 H 2.8799 -2.2077 0.0488
14 H 0.4849 2.1617 0.2405
15 H 0.3088 -1.9969 0.7482
16 H -3.1114 0.3763 -0.8278
17 H -3.7973 -0.4498 0.7143
18 H -3.5734 -1.3156 -0.8963
19 H -2.4400 1.7548 -0.3940

=====

x.
ORCA calculation (ωB97M-V/def2-TZVPD) on a structure of composition C7H9N2O.

Results
Gap between HOMO and LUMO (alpha / beta) (eV): 7.4665 / 8.1989
HOMO (alpha / beta) (Eh): -0.524 / -0.498
Charge: +1

CARTESIAN COORDINATES (ANGSTROEM)
1 C 2.5620 -0.6238 0.3292
2 C 1.9882 0.6159 0.6883
3 C 1.7586 -1.6383 -0.3152
4 C 0.6889 0.8190 0.4568
5 C 0.4692 -1.4587 -0.5091
6 C -0.0906 -0.2181 -0.1800
7 C -2.1203 1.1908 -0.4143
8 N -2.4747 -1.2008 0.7027
9 N -1.4253 -0.0377 -0.3180
10 O -2.1642 -1.1408 -0.6636
11 H 3.6511 -0.8475 0.7109
12 H 2.5532 1.3654 1.1670
13 H 2.1408 -2.5270 -0.8205
14 H 0.1649 1.7641 0.6668
15 H -0.2671 -2.2421 -0.7683
16 H -2.5531 1.4469 -1.3389
17 H -2.9976 1.0729 0.2058
18 H -1.4758 1.9648 0.0101
19 H -2.0091 -1.9573 1.1089

=====

Stability summary - winner: w; margin: 50.5 kcal/mol.

=====

w.
ORCA calculation (ωB97M-V/def2-TZVPD) on the molecule C25H28N2O3.

Results
Gap between HOMO and LUMO (eV): 8.4642
HOMO (Eh): -0.285

CARTESIAN COORDINATES (ANGSTROEM)
1 C -1.5630 5.8918 -2.0576
2 H -1.6903 5.3475 -2.9992
3 O -2.3024 5.3091 -1.0159
4 C -2.0250 4.0086 -0.6563
5 C -1.0291 3.2527 -1.2630
6 C -0.7729 1.9477 -0.8849
7 C -1.5160 1.3508 0.1204
8 C -2.5054 2.1008 0.7326
9 C -2.7816 3.4163 0.3701
10 O -3.7927 3.9805 1.0933
11 C -4.2311 5.2966 0.8480
12 H -5.0394 5.4623 1.5607
13 H -4.6135 5.4139 -0.1682
14 H -3.4387 6.0277 1.0212
15 H -3.1080 1.6785 1.5221
16 C -1.2238 -0.0535 0.5609
17 H -0.9771 -0.6789 -0.2985
18 H -2.0983 -0.4789 1.0576
19 C -0.0342 -0.0772 1.5246
20 N 0.2871 -1.4469 1.8740
21 H -0.5317 -1.8766 2.2975
22 C 1.4205 -1.5875 2.7697
23 C 1.9352 -3.0401 2.7469
24 O 0.8878 -3.9595 2.9204
25 H 0.2769 -3.8429 2.1804
26 C 2.7518 -3.3460 1.4646
27 N 2.1491 -2.8652 0.2543
28 C 1.1124 -3.4674 -0.4195
29 C 0.4920 -4.6895 -0.1923
30 C -0.5334 -5.0641 -1.0396
31 C -0.9412 -4.2513 -2.0950
32 C -0.3180 -3.0444 -2.3398
33 C 0.7187 -2.6488 -1.5048
34 C 1.5748 -1.4991 -1.4741
35 C 1.6865 -0.3736 -2.2797
36 C 2.6473 0.5689 -1.9718
37 C 3.4936 0.3933 -0.8794
38 C 3.4047 -0.7216 -0.0683
39 C 2.4364 -1.6724 -0.3644
40 H 4.0796 -0.8383 0.7675
41 H 4.2386 1.1452 -0.6632
42 H 2.7510 1.4535 -2.5828
43 H 1.0356 -0.2460 -3.1324
44 H -0.6261 -2.4181 -3.1638
45 H -1.7508 -4.5775 -2.7307
46 H -1.0299 -6.0100 -0.8798
47 H 0.7989 -5.3425 0.6113
48 H 2.8759 -4.4321 1.3986
49 H 3.7415 -2.8949 1.5604
50 H 2.5973 -3.1987 3.6059
51 H 2.2148 -0.9218 2.4268
52 H 1.1748 -1.3124 3.8090
53 H 0.8398 0.3556 1.0289
54 H -0.2647 0.5447 2.4076
55 H 0.0110 1.3933 -1.3768
56 H -0.4339 3.6853 -2.0511
57 H -0.4973 5.9543 -1.8135
58 H -1.9643 6.8986 -2.1687

=====

x.
ORCA calculation (ωB97M-V/def2-TZVPD) on the molecule C25H28N2O3.

Results
Gap between HOMO and LUMO (eV): 7.7414
HOMO (Eh): -0.284

CARTESIAN COORDINATES (ANGSTROEM)
1 C 1.7507 2.6544 -0.6949
2 C 0.5209 2.6938 -0.2173
3 C -0.3769 1.5240 0.0480
4 N 0.2457 0.2413 -0.1656
5 C 0.1067 -0.7802 0.7072
6 O -0.5000 -0.6902 1.7547
7 C 0.8268 -2.0403 0.3088
8 C 2.1628 -2.0664 0.1049
9 C 3.0385 -0.9424 0.2326
10 C 4.3435 -0.9841 -0.0935
11 C 5.2905 0.1066 0.0070
12 C 4.9895 1.3278 0.6187
13 C 5.9280 2.3385 0.6759
14 C 7.1889 2.1594 0.1291
15 C 7.5068 0.9532 -0.4737
16 C 6.5708 -0.0597 -0.5318
17 H 6.8255 -0.9982 -1.0044
18 H 8.4890 0.8033 -0.8979
19 H 7.9197 2.9529 0.1768
20 H 5.6764 3.2743 1.1540
21 H 4.0188 1.4862 1.0628
22 H 4.7448 -1.9068 -0.4961
23 H 2.6047 -0.0366 0.6284
24 H 2.6262 -3.0151 -0.1402
25 N 0.0897 -3.2134 0.3069
26 C -1.2746 -3.3797 0.2596
27 O -1.7644 -4.4489 0.5548
28 C -2.0560 -2.2207 -0.2360
29 C -1.7137 -1.5875 -1.4288
30 C -2.4571 -0.5227 -1.8872
31 C -3.5490 -0.0489 -1.1538
32 C -3.9097 -0.7045 0.0207
33 C -3.1771 -1.7905 0.4598
34 H -3.4553 -2.2986 1.3697
35 H -4.7588 -0.3831 0.6019
36 O -4.1768 1.0322 -1.6854
37 C -5.1976 1.6813 -0.9512
38 C -4.6333 2.5268 0.1933
39 C -5.7164 3.2934 0.9512
40 C -6.6180 2.3896 1.7848
41 H -7.3141 2.9889 2.3667
42 H -6.0250 1.7919 2.4736
43 H -7.1983 1.7205 1.1546
44 H -5.2279 4.0094 1.6152
45 H -6.3226 3.8604 0.2412
46 H -3.9198 3.2347 -0.2353
47 H -4.0855 1.8850 0.8868
48 H -5.9310 0.9540 -0.5880
49 H -5.6893 2.3294 -1.6824
50 H -2.2110 -0.0277 -2.8141
51 H -0.8723 -1.9437 -2.0067
52 H 0.6017 -4.0684 0.4981
53 H 0.6956 0.0826 -1.0523
54 H -1.2724 1.6160 -0.5846
55 H -0.7093 1.5362 1.0916
56 H 0.0582 3.6448 0.0116
57 H 2.3172 3.5550 -0.8568
58 H 2.2569 1.7365 -0.9417

=====

Stability summary - winner: w; margin: 8.2 kcal/mol.